# 1
A single C5H8N4 molecule, computed with the ωB97M-V functional and the def2-TZVPD basis.

Computed properties:
2S+1: 3
E_tot in eV: -11266.86425
Max |F| in eV/Å: 7.378
Orbital gap (spin up / spin down) in hartree: 0.21787 / 0.26418
Relative energy (zero: lowest compared OMol25 entry of this formula, charge and spin) in eV: 2.619
LUMO (spin up / spin down) in eV: 0.7 / -2.8

Structure (XYZ):
```
17
C5H8N4 the ωB97M-V functional and the def2-TZVPD basis
C -3.07724 -0.59674 0.35888
C 2.00555 -0.46574 0.95982
C 1.66163 0.90676 0.45183
C 0.70514 0.76854 -0.70883
C -1.36024 -0.36499 -1.39888
N -3.40799 -0.35087 1.42936
N 1.48326 -1.58891 0.74267
N -0.53579 0.07719 -0.44483
N -2.59761 -0.69897 -0.86389
H 2.97254 -0.58978 1.51381
H 1.23109 1.55020 1.29809
H 2.60302 1.63602 0.17388
H 0.48727 1.79992 -0.97721
H 1.27996 0.22980 -1.52054
H 0.60577 -1.38730 0.05095
H -0.84105 0.02528 0.58230
H -3.21533 -0.95041 -1.64741
```


# 2
A molecular structure, C5H8N4O2S, computed with the ωB97M-V functional and the def2-TZVPD basis.

Computed properties:
E_tot in eV: -26206.13835
Max |F| in eV/Å: 1.013
Orbital gap in hartree: 0.32554
Relative energy (zero: lowest compared OMol25 entry of this formula, charge and spin) in eV: 0.000
LUMO in eV: 0.3

Structure (XYZ):
```
20
C5H8N4O2S the ωB97M-V functional and the def2-TZVPD basis
C 2.37106 -1.72811 0.39679
C 1.27695 -1.04200 -0.24452
C 0.09531 -0.47810 0.47375
C -1.97541 0.79068 0.20580
C -2.08204 2.19763 -0.35585
H 1.64682 -1.71197 2.30744
H 3.19859 -2.49089 2.07648
H -0.56235 0.25749 -1.29764
H -1.89236 0.79315 1.30171
H -2.85150 0.19850 -0.08757
H -2.98025 2.68452 0.04837
H -1.19295 2.80248 -0.06118
H -2.03008 2.90664 -2.17694
N 2.48306 -1.85117 1.73885
N 3.25422 -2.19218 -0.44443
N 1.40260 -0.96706 -1.53753
N -0.77975 0.16401 -0.30623
O -0.03192 -0.61869 1.67953
O -2.11953 2.03835 -1.75747
S 2.76952 -1.75329 -1.95936
```


# 3
A single C5H8N4OS molecule, computed with the ωB97M-V functional and the def2-TZVPD basis.

Computed properties:
E_tot in eV: -24155.62670
Max |F| in eV/Å: 6.485
Orbital gap in hartree: 0.34993
Relative energy (zero: lowest compared OMol25 entry of this formula, charge and spin) in eV: 2.750
LUMO in eV: 0.6

Structure (XYZ):
```
19
C5H8N4OS the ωB97M-V functional and the def2-TZVPD basis
C 3.37673 -0.59457 -0.78630
C 2.21524 -0.31394 -0.07621
C -0.65980 0.45707 -0.17840
C -2.25836 -1.30499 0.40359
C -3.01402 0.97848 -0.16328
N 4.39023 0.01617 -0.22024
N 2.50501 0.66204 0.71953
N 3.78838 0.74639 0.63807
N -1.85982 0.04088 0.04375
O -0.08567 1.54281 -0.31151
S 0.59444 -1.03211 -0.04844
H 3.63430 -1.25017 -1.61200
H -2.00845 -1.67931 1.45627
H -3.31258 -1.22261 0.28013
H -1.82571 -2.15542 -0.25923
H -3.67524 1.20623 0.63720
H -2.47526 1.91372 -0.52510
H -3.67561 0.48127 -0.98413
H 4.34619 1.50808 0.98630
```